{"formula": "C8H17BN2O4", "method": "ωB97M-V/def2-TZVPD", "symbols": ["O", "O", "O", "O", "N", "N", "C", "C", "C", "C", "C", "C", "C", "C", "B", "H", "H", "H", "H", "H", "H", "H", "H", "H", "H", "H", "H", "H", "H", "H", "H", "H"], "coordinates": [[-2.99093, -1.04525, 0.48607], [-2.16970, 0.93580, -0.00591], [2.00374, 3.04967, -1.27824], [-0.18889, 2.28568, -1.39889], [0.38743, -3.12189, -0.21178], [-0.56388, -0.56711, -2.00257], [1.42121, -2.03438, -0.23005], [0.68472, -0.70882, 0.07250], [-0.74179, -0.98831, -0.52971], [0.28748, 1.25505, 1.70456], [0.80531, -0.23921, 1.49283], [-2.00930, -0.27600, -0.01270], [-0.89665, -2.54653, -0.50822], [0.94218, 2.40783, 0.93242], [0.87566, 2.59401, -0.62080], [-0.04314, 0.25421, -2.13121], [0.13629, -0.92234, 2.04498], [0.38170, -3.39918, 0.73973], [2.22477, -2.13901, 0.45203], [-1.27493, -2.73959, -1.52599], [0.43157, 3.32565, 1.19874], [-3.67769, -0.47774, 0.88060], [-1.00294, 1.93170, -0.91470], [1.79155, -0.36207, 1.85651], [-1.41379, -0.38932, -2.47750], [-1.54321, -2.86045, 0.27883], [1.24274, 0.09331, -0.45426], [-0.79379, 1.33842, 1.49450], [1.95331, 2.45095, 1.27630], [1.66036, 3.31837, -2.18095], [1.81679, -1.89555, -1.25762], [0.26384, 1.47209, 2.83049]], "forces_ev_per_a": [[0.4, -0.5, 0.0], [0.0, -0.6, -0.6], [-1.2, 0.8, -1.4], [-1.8, -0.1, 0.3], [2.0, 0.7, -0.3], [-0.2, -2.1, 1.5], [-1.7, 0.7, -2.1], [0.6, 0.8, -0.5], [0.4, 0.7, -2.0], [-1.3, -0.5, 1.3], [-2.9, 0.9, 0.4], [0.2, 1.2, 0.8], [0.1, 1.4, -0.7], [0.0, -0.8, 0.1], [0.8, -1.0, 0.0], [0.9, 1.3, 0.4], [0.3, 0.4, 0.6], [-0.2, -0.7, 0.8], [0.7, -0.7, 0.7], [0.1, -0.6, 0.5], [0.0, 0.5, 0.7], [0.3, 0.1, -0.4], [1.3, 0.4, -0.5], [1.1, -0.1, 0.3], [-1.2, -0.2, -0.4], [-1.0, -0.2, 0.1], [-0.7, -0.5, -0.5], [0.6, -0.5, 0.0], [0.9, 0.6, 0.0], [1.0, -0.5, 1.3], [-0.1, -0.5, 0.6], [0.6, -0.2, -1.4]], "mulliken_charge": [-0.46, -0.72, -0.54, -0.71, -0.50, -0.76, -1.23, 0.35, 1.83, -0.17, -1.22, 0.01, -0.97, -0.94, 0.63, 0.19, 0.36, 0.36, 0.50, 0.36, 0.38, 0.41, 0.33, 0.46, 0.29, 0.42, -0.07, 0.10, 0.30, 0.31, 0.33, 0.37], "smiles": "N[C@@]1(C(=O)O)CNC[C@@H]1CCCB(O)O", "de_lowest_kcal_mol": 18.3, "gap_ha": 0.3505}